Record 1
{
  "formula": "H3NO6Si",
  "method": "ωB97M-V/def2-TZVPD",
  "charge": 0,
  "smiles": "O=[N+]([O-])O[Si](O)(O)O",
  "e_above_lowest_kj_mol": 49.10,
  "gap_ev": 11.10,
  "total_energy_ev": -21702.451,
  "max_force_ha_per_bohr": 0.057,
  "spin_multiplicity": 1,
  "symbols": ["O", "N", "O", "O", "Si", "O", "O", "O", "H", "H", "H"],
  "xyz": [[-2.7055, 0.3993, -1.0500], [-1.8499, -0.1838, -0.3639], [-1.9684, -0.3929, 0.8105], [-0.6661, -0.5311, -0.9283], [0.7247, 0.0743, 0.0243], [1.9045, -0.0595, -1.0967], [0.0965, 1.4784, 0.5586], [1.2177, -1.0857, 1.0471], [2.6727, -0.5505, -0.8156], [-0.0736, 2.2024, -0.0156], [0.6474, -1.3508, 1.8296]]
}

=====

Record 2
{
  "formula": "C9H11P",
  "method": "ωB97M-V/def2-TZVPD",
  "charge": 0,
  "smiles": "C[C@@]1(P)Cc2ccccc21",
  "e_above_lowest_kj_mol": 103.35,
  "gap_ev": 9.59,
  "total_energy_ev": -18797.106,
  "max_force_ha_per_bohr": 0.078,
  "spin_multiplicity": 1,
  "symbols": ["C", "C", "P", "C", "C", "C", "C", "C", "C", "C", "H", "H", "H", "H", "H", "H", "H", "H", "H", "H", "H"],
  "xyz": [[1.9241, -0.1587, -1.6058], [1.3319, 0.0078, -0.1678], [2.5214, -0.3441, 1.1831], [0.6191, 1.6899, 0.0669], [-0.6057, 0.9393, 0.2551], [-1.9992, 1.1965, 0.2437], [-2.8059, 0.0963, 0.2465], [-2.3447, -1.2176, 0.4326], [-0.9259, -1.4545, 0.3979], [-0.1274, -0.3402, 0.0882], [1.2469, -0.1263, -2.4623], [2.5198, -1.1155, -1.7328], [2.7409, 0.6232, -1.7980], [2.2230, -1.6768, 1.1604], [1.5576, -0.4190, 2.1828], [0.8564, 2.3783, -0.6593], [0.9014, 2.1353, 0.9865], [-2.3817, 2.2035, 0.1576], [-3.8756, 0.2935, 0.0453], [-2.8042, -2.2365, 0.4612], [-0.5720, -2.4743, 0.5181]]
}

=====

Record 3
{
  "formula": "C7H11BS",
  "method": "ωB97M-V/def2-TZVPD",
  "charge": 0,
  "smiles": "CCSB1C=CC=CC1",
  "e_above_lowest_kj_mol": 0.00,
  "gap_ev": 8.15,
  "total_energy_ev": -18947.054,
  "max_force_ha_per_bohr": 0.082,
  "spin_multiplicity": 1,
  "symbols": ["C", "C", "S", "B", "C", "C", "C", "C", "C", "H", "H", "H", "H", "H", "H", "H", "H", "H", "H", "H"],
  "xyz": [[-3.2941, -0.5562, 0.7312], [-2.6518, -0.0151, -0.6007], [-1.5560, 1.3970, -0.1606], [0.4944, 0.7965, -0.3817], [1.5130, 1.7330, 0.1831], [2.7463, 1.1747, 0.2649], [3.0967, -0.1749, 0.1336], [2.2410, -1.0412, -0.4018], [0.8085, -0.7318, -0.4976], [-3.3120, 0.2059, 1.4732], [-4.4086, -0.9171, 0.3711], [-2.6660, -1.3233, 1.2055], [-3.2918, 0.2959, -1.4387], [-1.8597, -0.6782, -1.0838], [1.5190, 2.7734, 0.3056], [3.5893, 1.7958, 0.5994], [3.9466, -0.5161, 0.6244], [2.4947, -2.0075, -0.6821], [0.4126, -0.8573, 0.5172], [0.1780, -1.3534, -1.1620]]
}

=====

Record 4
{
  "formula": "C12H19F4ILaN4",
  "method": "ωB97M-V/def2-TZVPD",
  "charge": 1,
  "e_above_lowest_kj_mol": 0.00,
  "gap_ev": 7.74,
  "total_energy_ev": -38540.096,
  "max_force_ha_per_bohr": 0.035,
  "spin_multiplicity": 1,
  "symbols": ["La", "C", "N", "C", "C", "C", "N", "C", "C", "F", "C", "F", "C", "C", "F", "C", "F", "H", "H", "H", "H", "H", "H", "H", "H", "H", "H", "H", "N", "C", "C", "N", "H", "H", "H", "H", "H", "H", "H", "H", "I"],
  "xyz": [[0.0694, -1.2442, 0.0945], [1.1467, 0.1272, -2.8356], [0.1570, -0.9304, -2.5594], [0.4459, -2.1414, -3.3242], [-1.2156, -0.5039, -2.7895], [-1.5315, 0.7859, -2.0573], [-1.0550, 0.6734, -0.6694], [-1.1040, 1.8310, 0.0894], [-0.2801, 1.9666, 1.1977], [0.6296, 0.9609, 1.3626], [-0.2818, 3.0156, 2.0815], [0.5591, 2.8953, 3.1319], [-1.1378, 4.0844, 1.8590], [-1.9713, 4.0042, 0.7373], [-2.8147, 4.9922, 0.5383], [-1.9609, 2.9017, -0.1124], [-2.8357, 2.9256, -1.1005], [1.1644, 0.4217, -3.8994], [2.1481, -0.2796, -2.6762], [0.9647, 0.9610, -2.1500], [0.3090, -2.0178, -4.3853], [-0.2204, -2.9685, -2.9873], [1.4691, -2.4541, -3.2177], [-1.8699, -1.2990, -2.4447], [-1.4384, -0.3779, -3.8423], [-2.6014, 0.9316, -2.1654], [-1.0661, 1.6509, -2.5620], [-1.1581, 4.9681, 2.5085], [2.4457, -1.7226, 1.2911], [2.1967, -1.6057, 2.7418], [0.9237, -2.2918, 3.2114], [-0.2343, -1.4813, 2.8000], [2.6830, -2.6851, 1.0223], [3.2180, -1.1607, 1.0632], [2.1258, -0.5326, 2.9556], [3.0044, -2.0366, 3.3217], [0.9927, -2.4408, 4.2776], [0.8039, -3.2909, 2.8103], [-0.2944, -0.6913, 3.4191], [-1.0784, -2.0327, 2.9592], [-1.3072, -3.9085, 0.3047]]
}

=====

Record 5
{
  "formula": "C22H16N2O5",
  "method": "ωB97M-V/def2-TZVPD",
  "charge": 0,
  "smiles": "C[C@@H](Oc1ccccc1)C(=O)Nc1oc(-c2ccco2)c(-c2ccco2)c1C#N",
  "e_above_lowest_kj_mol": 13.34,
  "gap_ev": 7.77,
  "total_energy_ev": -36289.542,
  "max_force_ha_per_bohr": 0.030,
  "spin_multiplicity": 1,
  "symbols": ["C", "C", "O", "C", "C", "C", "C", "C", "C", "C", "O", "N", "C", "O", "C", "C", "C", "C", "C", "O", "C", "C", "C", "C", "C", "O", "C", "C", "N", "H", "H", "H", "H", "H", "H", "H", "H", "H", "H", "H", "H", "H", "H", "H", "H"],
  "xyz": [[4.2544, 0.4849, -2.4083], [3.2441, -0.5786, -1.9855], [3.6147, -1.2935, -0.8214], [3.7185, -0.6383, 0.3843], [4.3538, -1.3611, 1.3925], [4.4816, -0.8260, 2.6583], [3.9792, 0.4352, 2.9365], [3.3472, 1.1515, 1.9371], [3.2114, 0.6249, 0.6627], [1.8261, -0.0025, -1.8887], [1.4510, 0.9789, -2.4761], [1.0126, -0.7690, -1.0881], [-0.2771, -0.4277, -0.7516], [-1.1646, -1.4177, -0.5761], [-2.3647, -0.8448, -0.2465], [-3.4404, -1.7705, -0.0502], [-3.4105, -3.1451, -0.1341], [-4.7254, -3.5832, 0.1241], [-5.4591, -2.4575, 0.3440], [-4.6917, -1.3584, 0.2416], [-2.2341, 0.5315, -0.2059], [-3.1765, 1.5738, 0.0936], [-4.4370, 1.5874, 0.6426], [-4.8239, 2.9422, 0.7060], [-3.7809, 3.6562, 0.1957], [-2.7869, 2.8435, -0.1722], [-0.8574, 0.7984, -0.5340], [-0.2009, 2.0380, -0.5068], [0.3582, 3.0338, -0.4075], [3.8578, 1.0239, -3.2636], [5.1969, 0.0148, -2.6760], [4.4316, 1.1921, -1.6029], [3.2064, -1.3577, -2.7615], [4.7388, -2.3412, 1.1572], [4.9775, -1.3958, 3.4298], [4.0800, 0.8548, 3.9256], [2.9461, 2.1332, 2.1378], [2.7050, 1.2124, -0.0874], [1.3512, -1.6710, -0.7784], [-2.5537, -3.7473, -0.3534], [-5.0757, -4.5945, 0.1429], [-6.4954, -2.3089, 0.5735], [-5.0055, 0.7420, 0.9631], [-5.7493, 3.3296, 1.0800], [-3.6333, 4.7074, 0.0473]]
}

=====

Record 6
{
  "formula": "C16H19F4N2PtS5",
  "method": "ωB97M-V/def2-TZVPD",
  "charge": -1,
  "gap_ev": [5.53, 6.35],
  "total_energy_ev": -88168.904,
  "max_force_ha_per_bohr": 0.134,
  "spin_multiplicity": 3,
  "s_squared": 2.007,
  "symbols": ["Pt", "C", "C", "N", "C", "C", "C", "C", "N", "C", "C", "F", "C", "F", "C", "C", "F", "C", "F", "H", "H", "H", "H", "H", "H", "H", "H", "H", "H", "H", "H", "H", "H", "H", "C", "S", "C", "C", "S", "S", "C", "S", "S", "H", "H", "H", "H"],
  "xyz": [[0.0768, -0.1831, -0.4560], [2.2698, 2.1616, -1.0561], [2.3406, 1.6301, 0.3721], [1.8303, 0.2646, 0.4785], [1.3393, -0.0526, 1.8259], [2.3854, -0.0408, 2.9389], [2.7956, -0.7435, -0.0322], [2.2011, -2.1709, -0.1880], [0.8967, -1.9940, -0.7619], [0.1266, -2.9768, -1.2107], [-1.1240, -2.4842, -1.5758], [-1.2809, -1.1633, -1.3697], [-2.1157, -3.2938, -2.1122], [-3.3084, -2.7870, -2.4595], [-1.8695, -4.6474, -2.2981], [-0.6249, -5.1599, -1.9325], [-0.3890, -6.4686, -2.1179], [0.3694, -4.3387, -1.3900], [1.5511, -4.8892, -1.0663], [2.5425, 3.2222, -1.0720], [1.2549, 2.0728, -1.4588], [2.9550, 1.6367, -1.7276], [1.7271, 2.3050, 0.9827], [3.3670, 1.7088, 0.7506], [0.8319, -1.0234, 1.8349], [0.5510, 0.6656, 2.0868], [3.1489, -0.8094, 2.7877], [1.9031, -0.2445, 3.9009], [2.8813, 0.9313, 3.0199], [3.7025, -0.7857, 0.5826], [3.1257, -0.4380, -1.0332], [2.1666, -2.6627, 0.7913], [2.8834, -2.7544, -0.8180], [-2.6269, -5.2926, -2.7209], [-4.5911, 1.6393, 0.7604], [-4.4314, 2.6951, -0.6977], [-3.1759, 3.7764, -0.1471], [-1.8764, 3.4403, 0.0456], [-1.0039, 1.9436, -0.1472], [-0.8423, 4.7645, 0.6008], [-2.0633, 6.0101, 0.6292], [-1.7665, 7.5936, 1.0777], [-3.6437, 5.4354, 0.1509], [-5.4852, 1.0193, 0.6491], [-4.7058, 2.2420, 1.6660], [-3.7344, 0.9726, 0.8744], [-0.5640, -0.7263, 1.0424]]
}